No. 1
This record from the Open Molecules 2025 dataset describes a 3-piece molecular cluster, C26H58BN3O6 overall in a non-equilibrium geometry. The level of theory is wB97M-V/def2-TZVPD.

Results
Frontier orbital gap (eV): 8.452
Net charge: 0
Spin multiplicity: 1
DFT total energy (Ha): -1665.7714
Max |F| (hartree/bohr): 0.188
SMILES: CCOCCCCC[C@@H]1OC(=O)O[C@@]1(CCCN)CB(O)O.CCN(CC)CC.CCN(CC)CC
LUMO (eV): 0.3
HOMO level (eV): -8.136

Each line ends with the Löwdin charge.
Atoms and positions in Å:
H  -1.349  -3.629  -2.594  0.13
B  7.953  -3.522  0.139  -0.40
C  -3.385  -1.601  0.628  -0.10
H  1.604  3.582  0.836  0.10
C  0.994  5.507  1.534  -0.09
H  4.456  -0.536  -2.269  0.10
C  4.458  -3.323  -2.155  -0.20
H  0.916  4.001  4.025  0.09
C  3.041  5.935  4.058  -0.09
H  2.828  6.727  3.341  0.05
H  -0.793  -3.099  -0.857  0.13
C  2.036  4.397  1.429  -0.26
C  -8.357  1.282  2.277  -0.09
C  -6.801  0.807  -1.177  -0.26
C  -1.220  -2.697  -1.878  -0.21
H  -9.113  0.495  2.374  0.06
H  7.511  -2.032  -1.547  0.14
H  5.709  0.552  -1.354  0.12
H  -2.531  -2.019  1.331  0.08
C  1.797  -3.612  -2.859  -0.18
C  7.098  -3.077  -1.193  -0.02
C  -7.779  1.236  -2.266  -0.09
H  -8.772  2.185  2.737  0.07
O  5.196  -4.042  -0.037  -0.03
H  0.397  -1.095  -1.725  0.09
N  2.459  1.032  -1.454  -0.05
O  4.655  -4.784  -2.331  -0.01
H  2.441  -4.195  -3.663  0.12
H  -7.462  -1.610  -0.330  0.11
H  4.521  -1.545  0.661  0.13
C  1.568  3.240  3.582  -0.27
H  -7.472  0.990  2.850  0.08
H  -8.305  0.383  -2.694  0.05
H  -6.089  1.627  -1.020  0.11
C  5.482  -2.877  -0.940  -0.31
H  2.147  5.758  4.662  0.07
H  2.871  4.757  0.813  0.11
H  0.238  5.305  2.297  0.07
H  4.343  4.944  2.669  0.11
C  0.695  2.165  2.938  -0.09
C  2.888  -3.065  -1.716  -0.11
H  8.965  -5.305  -0.206  0.12
H  -4.035  -2.509  0.248  0.09
H  1.075  -4.338  -2.257  0.12
H  2.098  2.758  4.413  0.12
O  7.633  -3.141  1.545  0.03
H  -10.002  -1.770  -0.063  0.07
N  2.555  3.836  2.677  -0.19
H  0.470  5.611  0.578  0.07
H  1.304  1.361  2.513  0.07
H  4.039  4.048  4.126  0.11
C  -8.070  -0.841  0.162  -0.25
H  0.035  1.724  3.692  0.07
H  4.057  1.687  -0.139  0.12
O  4.888  -6.528  -0.617  0.02
H  -10.078  -0.012  -0.141  0.07
H  3.103  0.098  0.437  0.11
C  -2.597  -1.031  -0.733  -0.26
C  0.949  -2.403  -3.572  -0.21
H  -7.320  2.416  0.817  0.12
C  3.567  0.663  -0.493  -0.27
N  -7.359  0.439  0.130  -0.19
H  2.654  -3.588  -0.681  0.14
H  2.120  0.217  -2.010  0.02
H  -9.456  -0.947  -1.515  0.06
H  -4.012  -0.745  1.123  0.08
H  0.056  2.574  2.149  0.07
O  9.189  -4.341  -0.041  0.02
C  -0.156  -1.667  -2.601  -0.19
C  5.307  -1.416  -0.219  -0.11
C  3.544  4.671  3.370  -0.25
H  -1.538  -0.684  -0.366  0.12
H  7.311  -3.910  -2.018  0.14
H  -7.228  1.713  -3.085  0.07
C  -8.006  1.560  0.818  -0.27
H  -8.517  1.959  -1.906  0.07
H  2.816  1.762  -2.115  0.08
H  0.370  -2.898  -4.488  0.12
C  -9.477  -0.880  -0.425  -0.09
H  -3.143  -0.080  -1.168  0.12
H  4.671  -2.614  -3.083  0.17
H  2.627  -1.916  -1.582  0.10
H  3.818  6.318  4.731  0.07
O  -2.575  -2.098  -1.746  -0.24
H  -8.911  1.884  0.295  0.09
H  6.297  -1.017  0.315  0.14
C  4.910  -5.215  -0.929  -0.22
H  -8.128  -1.178  1.204  0.10
H  1.456  6.473  1.748  0.06
H  -6.190  -0.022  -1.557  0.11
H  8.384  -2.566  1.919  0.13
C  4.801  -0.206  -1.201  -0.18
H  -0.818  -0.891  -3.221  0.14
H  1.675  -1.560  -3.955  0.11

Cartesian forces, eV/Å:
0.1 1.9 1.5
1.2 -0.8 1.8
0.9 -0.2 -1.2
0.0 0.0 0.2
-0.1 0.4 -0.2
0.6 0.4 2.1
-0.7 2.6 0.5
-0.1 0.1 0.1
0.1 0.3 0.2
-0.1 0.0 0.1
-1.0 0.9 -1.8
-0.1 -0.4 -0.1
-0.1 -0.1 0.0
0.2 0.1 0.3
0.3 -0.6 -1.1
0.1 0.1 0.0
-0.5 -2.1 0.4
-1.9 -1.7 0.2
-2.0 0.9 -1.2
0.7 0.1 0.7
-0.6 0.1 -1.2
0.0 0.1 -0.4
0.1 -0.1 -0.1
-1.0 -3.0 -2.7
-1.1 -0.9 -1.9
1.1 0.0 -0.1
0.7 1.5 4.4
-1.7 1.0 1.6
0.1 0.3 0.0
1.5 0.2 -1.9
0.1 -0.1 -0.2
-0.1 0.0 -0.1
-0.1 0.1 0.0
-0.1 0.0 0.2
1.4 -0.7 -0.2
0.1 0.0 -0.1
0.1 -0.1 0.3
0.1 0.0 0.0
-0.2 -0.1 -0.1
0.0 0.1 -0.1
-0.8 0.3 0.0
0.4 1.8 0.1
1.1 2.0 1.0
1.5 1.4 -1.7
0.1 0.3 -0.1
2.0 1.2 -2.7
0.0 0.1 0.0
0.4 0.0 0.0
0.0 0.0 0.1
0.0 0.2 0.0
-0.2 -0.1 -0.1
0.1 0.0 0.4
0.1 0.1 -0.1
-1.3 -2.3 -0.4
0.3 9.5 -1.7
0.1 0.0 0.0
1.1 1.1 -2.0
-0.6 0.5 1.4
-0.5 -0.3 0.1
0.0 -0.2 -0.3
0.7 0.4 -0.2
0.3 0.0 -0.2
0.7 1.0 -2.1
0.6 0.9 0.6
-0.1 0.1 0.1
1.2 -1.8 -0.8
0.1 -0.1 0.1
-3.0 0.2 0.2
-0.3 0.1 0.6
-0.8 0.1 0.8
0.0 -0.4 0.0
-1.8 -0.7 -1.1
-0.5 1.9 1.5
-0.1 0.0 0.1
0.1 -0.2 0.1
0.1 -0.1 0.0
-0.5 -1.1 0.7
1.3 1.3 1.9
-0.3 -0.2 -0.2
1.0 -2.1 0.7
-0.2 -2.3 1.5
1.0 -2.3 -0.1
-0.1 -0.1 -0.1
2.5 0.6 1.1
-0.2 0.1 0.0
-2.1 -1.5 -1.3
0.0 -4.8 0.6
0.0 0.2 -0.1
-0.1 -0.1 0.1
-0.2 0.0 0.2
-1.5 -1.6 -0.7
0.3 0.7 0.3
1.6 -1.7 1.3
-1.3 -1.8 0.5

***

No. 2
This record from the Open Molecules 2025 dataset describes an isolated molecule of C4H6N2 in a non-equilibrium geometry. The level of theory is wB97M-V/def2-TZVPD.

Results
Frontier orbital gap (eV): 8.405
Energy relative to the best compared isomer or geometry (same formula, charge and spin) (eV): 5.181
Net charge: 0
Spin multiplicity: 1
DFT total energy (Ha): -265.3452
Max |F| (hartree/bohr): 0.078
SMILES: Cc1cn[nH]c1
LUMO (eV): 0.9
HOMO level (eV): -7.536

Each line ends with the Löwdin charge.
Atoms and positions in Å:
H  0.357  1.897  1.555  0.13
N  1.711  -0.053  -0.515  -0.16
H  -1.939  -1.268  0.164  0.06
C  0.852  -1.039  -0.414  0.04
C  -1.826  -0.199  0.014  -0.11
H  -2.574  0.369  0.582  0.08
H  1.420  -2.040  -0.503  0.11
H  -2.004  0.010  -1.054  0.08
C  0.326  1.175  0.696  -0.16
N  1.385  1.181  -0.164  -0.04
H  2.703  -0.124  -0.702  0.15
C  -0.411  0.089  0.338  -0.17

Cartesian forces, eV/Å:
-1.0 -0.3 -1.6
0.2 1.1 -0.5
-0.6 -0.2 0.0
-1.2 2.3 1.2
0.0 -0.5 0.3
0.4 -0.1 0.1
-2.1 1.1 0.3
0.1 0.0 0.4
0.1 -0.6 -1.9
3.2 0.8 2.3
-0.2 -0.2 -0.5
1.2 -3.4 -0.1